DFT (ωB97M-V/def2-TZVPD) results for a structure of composition C21H83AsBNO22P at a distorted geometry.

XYZ file:
```
130
C21H83AsBNO22P, DFT ωB97M-V/def2-TZVPD
C -0.13 1.42 1.62
C 0.00 1.08 0.46
As 0.39 0.18 -1.39
C 1.09 1.96 -2.03
N 2.45 2.20 -1.56
O -1.39 0.65 -1.98
B -2.26 0.94 -1.01
O -2.79 -0.01 -0.13
O -2.76 2.26 -0.86
P -0.34 -1.91 -0.62
O -1.43 -2.45 -1.50
H -0.27 1.66 2.64
H 0.67 -0.47 -2.77
H 1.82 -0.23 -0.91
H 1.10 1.91 -3.11
H 0.41 2.72 -1.69
H 2.43 2.47 -0.59
H 2.98 1.34 -1.63
H -2.67 0.29 0.78
H -2.07 2.81 -0.49
H -0.74 -1.86 0.75
H 0.77 -2.79 -0.61
C -5.81 -2.08 -0.11
O -4.65 -2.37 0.65
H -6.68 -2.44 0.45
H -5.92 -1.00 -0.25
H -5.78 -2.58 -1.08
H -3.89 -2.03 0.15
C 2.80 -1.53 -5.67
O 2.65 -1.18 -4.30
H 1.92 -2.10 -5.96
H 2.87 -0.64 -6.30
H 3.69 -2.15 -5.83
H 3.42 -0.66 -4.03
C -0.88 -1.17 4.17
O -1.95 -0.52 3.50
H 0.05 -0.72 3.84
H -0.98 -1.05 5.25
H -0.87 -2.24 3.92
H -2.77 -0.92 3.80
C 3.56 -1.04 1.99
O 2.40 -1.50 1.32
H 3.96 -0.20 1.43
H 3.32 -0.70 3.01
H 4.31 -1.83 2.05
H 2.04 -2.24 1.82
C 4.53 5.34 -1.85
O 3.39 4.95 -2.59
H 4.96 6.21 -2.35
H 4.27 5.62 -0.82
H 5.28 4.54 -1.83
H 3.01 4.18 -2.14
C 5.59 -0.71 -1.72
O 4.20 -0.45 -1.89
H 6.11 0.24 -1.82
H 5.80 -1.12 -0.73
H 5.96 -1.40 -2.48
H 3.71 -1.28 -1.79
C 3.08 -2.62 -9.13
O 4.26 -2.85 -8.35
H 2.27 -3.15 -8.65
H 2.84 -1.56 -9.17
H 3.20 -3.00 -10.15
H 4.98 -2.39 -8.77
C -5.77 2.31 -1.22
O -5.68 1.60 0.02
H -6.76 2.74 -1.29
H -5.03 3.10 -1.26
H -5.61 1.62 -2.06
H -4.80 1.22 0.06
C -3.07 1.30 6.61
O -2.49 0.15 7.24
H -2.78 1.29 5.56
H -4.16 1.26 6.68
H -2.71 2.21 7.08
H -2.76 0.17 8.17
C 4.28 -4.57 0.50
O 2.88 -4.45 0.43
H 4.70 -3.57 0.41
H 4.60 -5.00 1.46
H 4.68 -5.19 -0.31
H 2.49 -5.34 0.52
C -9.18 -0.35 0.34
O -8.45 -0.48 1.55
H -9.91 -1.16 0.29
H -9.71 0.61 0.31
H -8.51 -0.42 -0.52
H -7.80 0.24 1.57
C -2.71 -4.87 -0.01
O -1.92 -4.97 1.19
H -2.71 -5.84 -0.51
H -3.74 -4.60 0.23
H -2.29 -4.11 -0.64
H -1.94 -4.11 1.61
C 4.62 -3.45 4.63
O 5.69 -3.05 3.79
H 4.15 -2.56 5.04
H 3.87 -4.01 4.07
H 4.97 -4.07 5.46
H 6.09 -3.84 3.43
C 0.66 -6.68 2.00
O 1.86 -6.95 1.24
H 0.85 -5.79 2.59
H -0.18 -6.49 1.34
H 0.43 -7.51 2.67
H 1.69 -7.73 0.71
C -4.65 6.75 -1.43
O -4.46 5.37 -1.71
H -5.54 6.83 -0.81
H -3.80 7.17 -0.90
H -4.82 7.32 -2.35
H -3.68 5.28 -2.26
C -4.45 4.54 8.33
O -3.88 3.42 9.01
H -4.14 4.49 7.30
H -5.55 4.51 8.37
H -4.10 5.48 8.76
H -4.16 3.45 9.93
C -0.13 0.54 -5.55
O -0.68 1.58 -4.77
H 0.87 0.86 -5.85
H -0.04 -0.38 -4.97
H -0.73 0.34 -6.45
H -1.54 1.29 -4.46
C 7.55 7.33 -0.21
O 8.00 6.06 -0.68
H 6.61 7.19 0.31
H 8.27 7.78 0.48
H 7.39 8.02 -1.05
H 8.83 6.20 -1.14
```

LUMO energy: 1.90 eV
F_max: 2.00 eV/A
Energy: -140455.005 eV
Net charge: -1

Results of the Mulliken charge analysis, in e, for atoms 1 through 5: C -0.696; C -0.456; As 1.206; C -1.055; N -0.450